5 unconnected molecules or ions with the total composition C15H30O11. Source: the Open Molecules 2025 dataset; level of theory: ωB97M-V/def2-TZVPD.

Last column: Mulliken spin population.
Element x y z (Å)
C: 1.01 -0.65 0.82  0.000
O: 1.09 -2.03 0.53  0.000
C: 0.38 -2.61 -0.49  0.000
O: 0.44 -3.80 -0.77  0.000
O: -0.52 -1.69 -0.99  0.000
C: -1.37 -2.08 -2.05  -0.004
H: 2.04 -0.41 1.06  0.000
H: 0.57 -0.56 1.82  0.000
H: 0.45 0.07 0.22  0.000
H: -1.70 -3.11 -1.97  0.000
H: -0.80 -1.93 -2.96  0.000
H: -2.22 -1.40 -2.17  0.001
C: 3.22 -1.24 -2.05  0.000
O: 4.18 -1.08 -3.09  0.000
C: 5.23 -0.37 -2.94  0.000
O: 5.67 -0.09 -1.84  0.000
O: 5.85 -0.27 -4.09  0.000
C: 7.18 0.20 -4.10  0.000
H: 2.59 -0.35 -1.99  0.000
H: 3.72 -1.56 -1.13  0.000
H: 2.58 -2.06 -2.35  0.000
H: 7.15 1.16 -3.59  0.000
H: 7.43 0.33 -5.15  0.000
H: 7.87 -0.57 -3.77  0.000
C: -2.11 2.24 1.84  0.000
O: -2.04 0.84 2.16  0.000
C: -2.94 0.07 1.61  0.000
O: -3.86 0.42 0.88  -0.001
O: -2.77 -1.12 2.07  0.000
C: -3.59 -2.24 1.76  0.000
H: -1.26 2.63 2.40  0.000
H: -3.02 2.76 2.13  0.000
H: -1.88 2.55 0.82  0.000
H: -3.08 -3.14 2.11  0.000
H: -3.72 -2.27 0.67  0.000
H: -4.60 -2.24 2.17  0.000
C: 1.25 1.59 4.18  0.000
C: 2.60 2.05 4.02  0.000
O: 2.95 2.46 2.91  0.000
C: 3.48 2.09 5.19  0.000
H: 0.54 2.21 3.63  0.000
H: 0.92 1.59 5.22  0.000
H: 1.12 0.54 3.91  0.000
H: 3.14 1.49 6.04  0.000
H: 3.74 3.11 5.49  0.000
H: 4.51 1.75 5.03  0.000
C: -4.09 1.46 -2.59  0.097
C: -5.06 0.30 -2.78  -0.027
O: -4.78 -0.66 -3.54  0.809
C: -6.29 0.17 -1.82  0.121
H: -3.52 1.64 -3.50  -0.001
H: -3.39 1.12 -1.84  -0.001
H: -4.56 2.39 -2.25  0.003
H: -5.99 -0.24 -0.86  -0.004
H: -6.95 -0.57 -2.27  -0.001
H: -6.79 1.14 -1.76  0.006

The value obtained for the energy is -38552.6145 eV. The calculation puts the max |F| at 4.11 eV Å⁻¹. The net charge is +1. The expectation value of S² is 0.76. Its spin multiplicity is 2. The LUMO energy (spin up / spin down) comes out at -5.694 / -9.238 eV. The gap between HOMO and LUMO (spin up / spin down) comes out at 5.7 / 2.2 eV.